(w)
Molecular formula: C2H6O
Method: DFT, ωB97M-V with the def2-TZVPD basis set

Positions of all 9 atoms, in Å:
1 C -2.694 1.668 -0.276
2 C -3.949 1.506 0.099
3 H -2.209 2.010 -1.184
4 H -1.903 1.450 0.438
5 H -4.910 1.770 -0.299
6 H -4.056 1.173 1.129
7 H 6.333 -2.449 0.128
8 H 6.434 -3.964 -0.053
9 O 6.954 -3.164 0.017

Values from the calculation:
LUMO energy ... 1.1075 eV
HOMO-LUMO gap ... 11.416 eV
Structure (SMILES) ... C=C.O

From a natural (NBO) analysis of the wavefunction, the atomic charges in e read: number 1, C, carries -0.38; number 2, C, carries -0.39; number 3, H, carries 0.19; number 4, H, carries 0.19; number 5, H, carries 0.20; number 6, H, carries 0.19; number 7, H, carries 0.47; number 8, H, carries 0.47; number 9, O, carries -0.94

---

(x)
Molecular formula: C2H6O
Method: DFT, ωB97M-V with the def2-TZVPD basis set

Positions of all 9 atoms, in Å:
1 C 0.000 0.000 0.000
2 C -0.590 1.189 -0.251
3 H 1.012 -0.299 -0.296
4 H -0.560 -0.677 0.655
5 H -0.152 2.098 -0.678
6 H -1.637 1.230 0.071
7 O 1.480 1.312 -2.020
8 H 2.290 1.864 -1.936
9 H 0.993 1.456 -1.177

Values from the calculation:
LUMO energy ... 1.0732 eV
HOMO-LUMO gap ... 11.424 eV
Structure (SMILES) ... C=C.O

From a natural (NBO) analysis of the wavefunction, the atomic charges in e read: number 1, C, carries -0.38; number 2, C, carries -0.43; number 3, H, carries 0.22; number 4, H, carries 0.20; number 5, H, carries 0.19; number 6, H, carries 0.21; number 7, O, carries -0.94; number 8, H, carries 0.47; number 9, H, carries 0.46

---

Short version: (w) is the most stable of them.

---

(w)
Molecular formula: C5H9NO4
Method: DFT, ωB97M-V with the def2-TZVPD basis set

Positions of all 19 atoms, in Å:
1 C 3.132 -0.978 0.176
2 C 1.089 0.125 -0.031
3 C -0.044 0.459 -0.978
4 C -1.172 1.226 -0.294
5 C -1.883 0.434 0.798
6 H 3.773 -1.593 -0.446
7 H 2.787 -1.544 1.047
8 H 3.668 -0.093 0.524
9 H 0.376 1.060 -1.798
10 H -0.397 -0.474 -1.433
11 H -1.917 1.533 -1.040
12 H -0.767 2.137 0.160
13 H -1.183 0.084 1.556
14 H -2.705 0.998 1.233
15 N -2.501 -0.785 0.185
16 O 2.032 -0.599 -0.647
17 O 1.157 0.476 1.128
18 O -3.603 -0.655 -0.316
19 O -1.842 -1.812 0.173

Values from the calculation:
LUMO energy ... 0.3451 eV
HOMO-LUMO gap ... 11.129 eV
Structure (SMILES) ... COC(=O)CCC[N+](=O)[O-]

From a natural (NBO) analysis of the wavefunction, the atomic charges in e read: number 1, C, carries -0.26; number 2, C, carries 0.80; number 3, C, carries -0.52; number 4, C, carries -0.41; number 5, C, carries -0.29; number 6, H, carries 0.20; number 7, H, carries 0.20; number 8, H, carries 0.19; number 9, H, carries 0.25; number 10, H, carries 0.25; number 11, H, carries 0.23; number 12, H, carries 0.24; number 13, H, carries 0.25; number 14, H, carries 0.23; number 15, N, carries 0.53; number 16, O, carries -0.50; number 17, O, carries -0.61; number 18, O, carries -0.38; number 19, O, carries -0.39

---

(x)
Molecular formula: C5H9NO4
Method: DFT, ωB97M-V with the def2-TZVPD basis set

Positions of all 19 atoms, in Å:
1 C 0.629 2.638 0.046
2 C 0.682 1.365 -0.759
3 O 0.937 0.259 0.135
4 C 1.022 -0.943 -0.373
5 O 0.850 -1.243 -1.527
6 C 1.388 -2.016 0.667
7 O 1.439 -3.296 0.162
8 C 2.692 -1.674 1.305
9 N 3.767 -1.467 1.708
10 H -0.209 2.626 0.755
11 H 1.560 2.791 0.607
12 H 0.497 3.486 -0.639
13 H -0.252 1.167 -1.299
14 H 1.491 1.391 -1.500
15 H 0.637 -1.951 1.474
16 H 1.029 -3.426 -0.700
17 O 4.575 1.114 -2.051
18 H 4.583 0.370 -1.434
19 H 4.105 1.892 -1.555

Values from the calculation:
LUMO energy ... 0.4254 eV
HOMO-LUMO gap ... 11.634 eV
Structure (SMILES) ... CCOC(=O)[C@@H](O)C#N.O

From a natural (NBO) analysis of the wavefunction, the atomic charges in e read: number 1, C, carries -0.63; number 2, C, carries -0.08; number 3, O, carries -0.49; number 4, C, carries 0.78; number 5, O, carries -0.58; number 6, C, carries -0.07; number 7, O, carries -0.69; number 8, C, carries 0.26; number 9, N, carries -0.29; number 10, H, carries 0.22; number 11, H, carries 0.22; number 12, H, carries 0.23; number 13, H, carries 0.20; number 14, H, carries 0.20; number 15, H, carries 0.22; number 16, H, carries 0.51; number 17, O, carries -0.94; number 18, H, carries 0.48; number 19, H, carries 0.47

---

(y)
Molecular formula: C5H9NO4
Method: DFT, ωB97M-V with the def2-TZVPD basis set

Positions of all 19 atoms, in Å:
1 C -0.302 -0.833 -0.756
2 C 1.157 -0.905 -1.184
3 C -0.485 -0.550 0.847
4 C 0.286 0.789 1.238
5 C -0.488 2.090 1.110
6 H -2.158 -1.590 -0.761
7 H -1.369 -1.969 -2.173
8 H -0.834 0.093 -1.190
9 H -0.176 -1.340 1.676
10 H -1.488 -0.166 1.166
11 H 0.757 0.869 2.284
12 H 1.278 0.908 0.639
13 H 1.172 3.123 1.561
14 H 1.998 -1.827 -2.689
15 N -1.183 -1.952 -1.119
16 O 2.111 -0.513 -0.595
17 O -1.578 2.171 0.735
18 O 0.153 3.232 1.564
19 O 1.152 -1.629 -2.354

Values from the calculation:
LUMO energy ... 0.5142 eV
HOMO-LUMO gap ... 10.391 eV
Structure (SMILES) ... N[C@@H](CCC(=O)O)C(=O)O

From a natural (NBO) analysis of the wavefunction, the atomic charges in e read: number 1, C, carries -0.17; number 2, C, carries 0.80; number 3, C, carries -0.42; number 4, C, carries -0.57; number 5, C, carries 0.79; number 6, H, carries 0.36; number 7, H, carries 0.37; number 8, H, carries 0.22; number 9, H, carries 0.24; number 10, H, carries 0.24; number 11, H, carries 0.24; number 12, H, carries 0.26; number 13, H, carries 0.49; number 14, H, carries 0.49; number 15, N, carries -0.81; number 16, O, carries -0.57; number 17, O, carries -0.56; number 18, O, carries -0.71; number 19, O, carries -0.69

---

(z)
Molecular formula: C5H9NO4
Method: DFT, ωB97M-V with the def2-TZVPD basis set

Positions of all 19 atoms, in Å:
1 C 0.785 -0.443 0.467
2 C 0.340 0.970 0.732
3 C 0.637 -2.613 1.300
4 C -1.113 1.978 -1.032
5 N 1.112 -0.804 -0.759
6 C 0.084 1.832 -0.469
7 O 0.569 -3.250 2.495
8 O -1.324 2.827 -2.079
9 O -2.218 1.315 -0.575
10 O 0.728 -3.303 0.282
11 H 0.496 -4.209 2.317
12 H -1.887 2.397 -2.738
13 H -2.976 1.916 -0.590
14 H 1.337 -1.132 1.355
15 H 1.214 -1.823 -0.904
16 H 0.752 -0.291 -1.562
17 H 1.103 1.429 1.367
18 H -0.557 0.899 1.356
19 H 0.921 2.305 -0.963

Values from the calculation:
LUMO energy (alpha / beta) ... 0.1410 / 0.1410 eV
HOMO-LUMO gap (alpha / beta) ... 6.690 / 6.689 eV

From a natural (NBO) analysis of the wavefunction, the atomic charges in e read: number 1, C, carries 0.19; number 2, C, carries -0.52; number 3, C, carries 0.41; number 4, C, carries 0.58; number 5, N, carries -0.74; number 6, C, carries -0.37; number 7, O, carries -0.73; number 8, O, carries -0.69; number 9, O, carries -0.69; number 10, O, carries -0.73; number 11, H, carries 0.45; number 12, H, carries 0.49; number 13, H, carries 0.49; number 14, H, carries 0.30; number 15, H, carries 0.45; number 16, H, carries 0.38; number 17, H, carries 0.24; number 18, H, carries 0.26; number 19, H, carries 0.23

---

Short version: (x) is the most stable of them.